Record 1
DFT (ωB97M-V/def2-TZVPD) results for an isolated molecule of C21H18N4O6.

```
! RIJCOSX wB97M-V def2-TZVPD def2/J DEFGRID3
* xyz 0 1
C -1.4581 4.7036 -5.9857
O -0.1578 5.2000 -6.1944
C 0.8470 4.7715 -5.3860
C 2.1140 5.2912 -5.6660
C 3.2073 4.9052 -4.9201
C 3.0597 4.0034 -3.8794
C 1.8010 3.5017 -3.5762
C 1.6927 2.5271 -2.4526
O 2.5620 1.7203 -2.1968
N 0.5289 2.6567 -1.7349
N 0.0608 1.9618 -0.6766
C 0.6628 0.9545 -0.1761
C 0.0789 0.2609 0.9571
C -1.1298 0.6681 1.5192
C -1.6589 -0.0241 2.5892
C -0.9923 -1.1192 3.1111
O -1.5279 -1.7560 4.2226
C -1.7120 -3.0724 4.1746
C -2.0182 -3.7330 5.3792
C -2.2197 -5.0889 5.3415
C -2.1180 -5.7439 4.1091
N -2.3112 -7.1597 4.0249
O -2.1659 -7.6851 2.9400
O -2.6099 -7.7488 5.0438
C -1.8338 -4.9984 2.9700
N -1.6398 -3.6988 3.0041
C 0.2399 -1.5336 2.5764
O 0.8414 -2.5842 3.1916
C 2.0448 -3.0794 2.6526
C 0.7545 -0.8367 1.4942
C 0.6923 3.8785 -4.3328
H -2.0763 5.1704 -6.7506
H -1.8407 4.9787 -4.9972
H -1.4985 3.6162 -6.1041
H 2.2086 5.9873 -6.4841
H 4.1822 5.3056 -5.1524
H 3.9057 3.6819 -3.2928
H -0.0876 3.4230 -1.9734
H 1.6080 0.5695 -0.5492
H -1.6388 1.5200 1.1009
H -2.5965 0.2688 3.0352
H -2.0761 -3.1655 6.2928
H -2.4462 -5.6606 6.2291
H -1.7671 -5.4733 2.0006
H 2.3173 -3.9284 3.2773
H 1.9093 -3.4169 1.6213
H 2.8406 -2.3295 2.6940
H 1.6938 -1.1308 1.0530
H -0.2722 3.4412 -4.1241
*
```

The SMILES is COc1cccc(C(=O)N/N=C/c2ccc(Oc3ccc([N+](=O)[O-])cn3)c(OC)c2)c1. Its HOMO energy is -8.31 eV. Its energy relative to the best compared isomer or geometry (same formula, charge and spin) is 3.1 kJ/mol.

Okay, here come the Löwdin numbers, in e, for every atom: number 1, C, carries -0.09; number 2, O, carries -0.08; number 3, C, carries -0.27; number 4, C, carries 0.00; number 5, C, carries -0.06; number 6, C, carries -0.03; number 7, C, carries -0.14; number 8, C, carries -0.41; number 9, O, carries 0.08; number 10, N, carries 0.04; number 11, N, carries 0.07; number 12, C, carries -0.09; number 13, C, carries -0.20; number 14, C, carries -0.03; number 15, C, carries 0.02; number 16, C, carries -0.17; number 17, O, carries 0.09; number 18, C, carries -0.31; number 19, C, carries 0.04; number 20, C, carries 0.03; number 21, C, carries -0.14; number 22, N, carries -0.37; number 23, O, carries 0.08; number 24, O, carries 0.08; number 25, C, carries -0.03; number 26, N, carries 0.17; number 27, C, carries -0.20; number 28, O, carries -0.08; number 29, C, carries -0.07; number 30, C, carries 0.04; number 31, C, carries 0.02; number 32, H, carries 0.09; number 33, H, carries 0.10; number 34, H, carries 0.10; number 35, H, carries 0.12; number 36, H, carries 0.11; number 37, H, carries 0.12; number 38, H, carries 0.14; number 39, H, carries 0.11; number 40, H, carries 0.11; number 41, H, carries 0.12; number 42, H, carries 0.12; number 43, H, carries 0.12; number 44, H, carries 0.13; number 45, H, carries 0.10; number 46, H, carries 0.10; number 47, H, carries 0.10; number 48, H, carries 0.11; number 49, H, carries 0.11


Record 2
DFT (ωB97M-V/def2-TZVPD) results for a cluster of 3 separate species, C3H10NO2 in total.

```
! RIJCOSX wB97M-V def2-TZVPD def2/J DEFGRID3
* xyz 1 1
C 1.4454 -1.0014 1.0359
C 0.2878 -0.4833 1.4174
C 0.7823 -1.1784 -1.3253
N 1.6586 -1.1658 -0.3951
H 2.1321 -1.6230 1.5859
H -0.1964 0.1953 0.7279
H 0.0068 -0.4187 2.4649
H 1.0729 -1.4807 -2.3232
H -0.2387 -0.8272 -1.1894
H 2.6231 -1.0596 -0.7156
H -3.2872 -0.7022 0.0288
H -2.9051 0.7757 -0.0475
O -2.5321 -0.1074 -0.0063
H -1.0075 3.2746 -0.5274
H 0.4620 3.1828 -0.2849
O -0.3039 2.6195 -0.4462
*
```

Its HOMO energy is -14.83 eV. Its energy relative to the best compared isomer or geometry (same formula, charge and spin) is 237.2 kJ/mol.

Okay, here come the Löwdin numbers, in e, for every atom: number 1, C, carries -0.10; number 2, C, carries 0.09; number 3, C, carries 0.20; number 4, N, carries 0.05; number 5, H, carries 0.12; number 6, H, carries 0.04; number 7, H, carries 0.10; number 8, H, carries 0.13; number 9, H, carries 0.11; number 10, H, carries 0.18; number 11, H, carries 0.05; number 12, H, carries 0.05; number 13, O, carries -0.05; number 14, H, carries 0.05; number 15, H, carries 0.04; number 16, O, carries -0.06


Record 3
DFT (ωB97M-V/def2-TZVPD) results for a structure of composition C22H18F8N8O2S2SbTi.

```
! RIJCOSX wB97M-V def2-TZVPD def2/J DEFGRID3
* xyz 2 2
Ti 0.3575 -0.5983 -0.4685
O 3.6802 -0.8782 1.9935
C 3.5147 0.1326 2.8401
C 4.5001 0.5190 3.7438
C 4.2780 1.5867 4.5835
C 3.0736 2.3168 4.5542
C 2.1051 1.9628 3.6671
C 2.2875 0.8535 2.7869
C 1.2615 0.5183 1.8747
O 1.2216 -0.5900 1.2185
N 0.2127 1.3927 1.7275
N -0.6644 0.9262 0.8551
C -1.7937 1.6782 0.8472
S -1.9142 3.0882 1.7908
C -3.6968 3.2855 1.5360
C -4.0544 2.7352 0.1711
S -3.1441 1.1841 -0.0531
H 4.5806 -1.2272 2.0303
H 5.4362 -0.0250 3.7781
H 5.0533 1.8706 5.2843
H 2.9282 3.1509 5.2252
H 1.1774 2.5138 3.6181
H -3.9125 4.3510 1.6007
H -4.2158 2.7659 2.3403
H -3.7576 3.4045 -0.6359
H -5.1158 2.5101 0.0831
F -0.3059 4.4275 -2.4346
C -0.6192 3.1361 -2.5183
C -0.0449 2.2509 -1.6248
C -0.3832 0.9131 -1.7222
C -1.2482 0.4416 -2.7138
C -1.8026 1.3885 -3.5721
F -2.6615 1.0111 -4.5262
C -1.5141 2.7348 -3.4916
C -1.3437 -1.0189 -2.8842
C -1.9795 -1.6734 -3.9264
C -1.8098 -3.0386 -4.0824
C -0.9948 -3.7338 -3.2050
C -0.4201 -3.0413 -2.1670
N -0.6177 -1.7243 -1.9768
H 0.6469 2.6317 -0.8836
H -1.9529 3.4380 -4.1861
H -2.5709 -1.1157 -4.6317
H -2.2914 -3.5482 -4.9067
H -0.7989 -4.7899 -3.3190
H 0.2234 -3.5379 -1.4597
F 1.9422 -1.8873 -0.8703
Sb 3.1994 -0.7630 -1.9643
F 2.1825 0.4989 -0.8247
F 1.6331 -0.5914 -2.9757
F 3.9631 0.6750 -2.8027
F 3.6763 -2.2567 -2.9189
F 4.5486 -0.9867 -0.7421
N -1.1815 -4.9722 2.0250
N -1.2529 -3.6347 1.7486
N -2.0378 -2.8290 2.4298
C -1.8551 -1.6866 1.7847
N -1.0156 -1.8312 0.7569
N -0.6363 -3.1081 0.7521
H -1.4698 -5.1172 2.9834
H -0.2601 -5.3164 1.7913
H -2.3460 -0.7727 2.0667
*
```

Its HOMO energy (alpha / beta) is -14.12 / -14.14 eV. Its energy relative to the best compared isomer or geometry (same formula, charge and spin) is 84.1 kJ/mol.

Okay, here come the Löwdin numbers, in e, for every atom: number 1, Ti, carries 1.19; number 2, O, carries 0.12; number 3, C, carries -0.22; number 4, C, carries 0.02; number 5, C, carries 0.00; number 6, C, carries -0.04; number 7, C, carries 0.01; number 8, C, carries -0.05; number 9, C, carries -0.32; number 10, O, carries -0.13; number 11, N, carries 0.10; number 12, N, carries -0.16; number 13, C, carries -0.89; number 14, S, carries 1.08; number 15, C, carries -0.45; number 16, C, carries -0.43; number 17, S, carries 1.07; number 18, H, carries 0.14; number 19, H, carries 0.13; number 20, H, carries 0.13; number 21, H, carries 0.12; number 22, H, carries 0.11; number 23, H, carries 0.10; number 24, H, carries 0.10; number 25, H, carries 0.09; number 26, H, carries 0.10; number 27, F, carries 0.11; number 28, C, carries -0.25; number 29, C, carries -0.02; number 30, C, carries -0.19; number 31, C, carries -0.14; number 32, C, carries -0.20; number 33, F, carries 0.10; number 34, C, carries 0.11; number 35, C, carries -0.18; number 36, C, carries 0.04; number 37, C, carries 0.01; number 38, C, carries -0.01; number 39, C, carries -0.10; number 40, N, carries -0.02; number 41, H, carries 0.13; number 42, H, carries 0.15; number 43, H, carries 0.12; number 44, H, carries 0.13; number 45, H, carries 0.13; number 46, H, carries 0.10; number 47, F, carries -0.36; number 48, Sb, carries 1.48; number 49, F, carries -0.34; number 50, F, carries -0.29; number 51, F, carries -0.28; number 52, F, carries -0.28; number 53, F, carries -0.28; number 54, N, carries 0.18; number 55, N, carries -0.25; number 56, N, carries 0.18; number 57, C, carries -0.15; number 58, N, carries -0.05; number 59, N, carries 0.12; number 60, H, carries 0.12; number 61, H, carries 0.12; number 62, H, carries 0.11


Record 4
DFT (ωB97M-V/def2-TZVPD) results for a structure of composition BrO8V4.

```
! RIJCOSX wB97M-V def2-TZVPD def2/J DEFGRID3
* xyz 3 1
O 2.2632 -2.8803 -3.9198
V 1.0254 -2.0699 -3.4620
O 1.4612 -1.5300 -2.0408
O -2.6659 0.6523 1.7817
V -3.0749 1.2685 3.1852
O -4.2516 2.2741 3.4805
O -0.4541 -0.8260 -0.1468
V -0.8445 -2.3265 -0.1398
O 0.2326 -3.1761 0.5340
O -0.2241 1.9750 0.7963
V 1.3886 2.0518 0.4478
O 1.6318 1.0999 -0.7202
Br 3.5123 3.4871 0.2039
*
```

Its HOMO energy is -17.11 eV. Its energy relative to the best compared isomer or geometry (same formula, charge and spin) is 0.0 kJ/mol.

Okay, here come the Löwdin numbers, in e, for every atom: number 1, O, carries -0.07; number 2, V, carries 1.33; number 3, O, carries -0.21; number 4, O, carries -0.26; number 5, V, carries 1.36; number 6, O, carries -0.13; number 7, O, carries -0.21; number 8, V, carries 1.24; number 9, O, carries -0.13; number 10, O, carries -0.45; number 11, V, carries 0.77; number 12, O, carries -0.36; number 13, Br, carries 0.12